{"formula": "C7H17N2S", "method": "ωB97M-V/def2-TZVPD", "symbols": ["C", "C", "C", "C", "C", "C", "C", "N", "N", "S", "H", "H", "H", "H", "H", "H", "H", "H", "H", "H", "H", "H", "H", "H", "H", "H", "H"], "xyz": [[-1.09271, -1.28304, -0.39894], [-0.01114, -1.95157, 0.40516], [1.94537, -0.38166, 0.22679], [-1.42917, 0.18802, -0.17539], [-1.58346, 0.65950, 1.24325], [-2.76196, 0.50868, -0.94931], [3.80996, 1.34829, 0.48801], [-0.36656, 0.97573, -0.84998], [1.35897, -1.55642, -0.04632], [3.31338, 0.03586, -0.65362], [-0.95409, -1.29225, -1.46049], [-1.95365, -1.88484, -0.15630], [-0.21959, -1.83915, 1.38652], [-0.09540, -3.05179, 0.11173], [1.30557, 0.40458, 0.76891], [-2.27002, 1.53423, 1.36921], [-0.57808, 0.95513, 1.56506], [-1.90570, -0.18767, 1.92442], [-2.93895, 1.55059, -0.95777], [-3.61843, 0.05799, -0.46669], [-2.60108, 0.17664, -1.92201], [2.89697, 1.67809, 0.97426], [4.31249, 2.06036, -0.16753], [4.61061, 1.00691, 1.16064], [-0.74714, 1.91312, -0.91296], [1.90682, -2.17830, -0.68898], [-0.33300, 0.55298, -1.81764]], "atomic_forces_ev_per_a": [[-0.741, 0.795, 0.609], [0.934, -1.980, -5.008], [-2.915, -1.387, -1.050], [-1.431, 0.963, -0.969], [0.188, -0.590, 1.448], [0.993, -0.985, 2.136], [1.331, -0.010, -0.670], [0.002, -1.057, -0.734], [1.311, 1.292, 0.795], [0.213, 0.124, 0.833], [0.356, -0.886, -0.732], [-0.669, -0.090, -0.148], [0.161, 0.442, 3.399], [0.321, 1.337, 0.800], [1.318, -1.453, -0.443], [0.591, -0.823, -0.166], [-0.234, 0.150, 0.448], [0.088, 1.086, -0.682], [-0.025, 1.252, 0.004], [-0.252, -0.394, -0.111], [-0.308, -0.668, -1.903], [0.435, 0.512, 0.077], [-0.484, 0.521, 0.301], [-0.687, -0.124, 0.046], [0.348, 0.209, -0.391], [-1.001, 0.535, 0.995], [0.158, 1.229, 1.116]], "e_above_lowest_kcal_mol": 31.0, "homo_lumo_gap_ev": 8.9, "spin_multiplicity": 1, "charge": 1}



{"formula": "C18H18N3O6", "method": "ωB97M-V/def2-TZVPD", "symbols": ["C", "C", "C", "O", "N", "C", "O", "H", "H", "H", "H", "C", "O", "C", "C", "C", "C", "C", "C", "C", "O", "N", "C", "C", "O", "N", "C", "C", "O", "C", "C", "H", "H", "H", "H", "H", "H", "H", "H", "H", "H", "H", "H", "H", "H"], "xyz": [[-0.25954, -4.45578, 0.60072], [-1.76810, -4.49591, 0.60251], [-2.17141, -3.00120, 0.64805], [-3.35114, -2.65668, 0.66583], [-1.06739, -2.16030, 0.65950], [0.07128, -2.94178, 0.63087], [1.23348, -2.52533, 0.61515], [0.15108, -4.96609, 1.48069], [0.14650, -4.92468, -0.30433], [-2.15593, -4.97305, -0.30660], [-2.15578, -5.03489, 1.47587], [-0.87424, 1.00479, -5.75422], [-1.79141, 1.66037, -4.84697], [-1.62738, 1.41975, -3.51481], [-2.43027, 2.17377, -2.62275], [-2.27631, 2.00607, -1.26479], [-1.29843, 1.12965, -0.73689], [-1.09701, 1.00196, 0.69448], [0.08086, 1.20173, 1.33704], [0.11808, 1.00658, 2.79298], [-0.87114, 0.78794, 3.49026], [1.38271, 1.07905, 3.40329], [1.43713, 0.81275, 4.82263], [2.59893, 1.25310, 2.72745], [3.69426, 1.17034, 3.27893], [2.49520, 1.55745, 1.36381], [3.73899, 1.83636, 0.68142], [1.29481, 1.67728, 0.64443], [1.33043, 2.14451, -0.49436], [-0.53396, 0.36409, -1.63739], [-0.68459, 0.48951, -3.00390], [-1.16972, 1.37679, -6.73582], [0.17000, 1.28169, -5.53334], [-0.98325, -0.09107, -5.70837], [-3.14156, 2.88330, -3.04346], [-2.87152, 2.58553, -0.55957], [-1.96737, 0.79629, 1.31076], [2.47898, 0.88538, 5.12476], [0.82054, 1.54466, 5.35335], [1.04093, -0.18710, 5.02953], [3.53514, 1.84035, -0.38736], [4.12367, 2.81741, 0.98276], [4.47006, 1.07282, 0.95108], [0.18504, -0.35200, -1.23740], [-0.05067, -0.09538, -3.67585]], "atomic_forces_ev_per_a": [[0.144, -0.004, -0.002], [-0.062, 0.042, -0.006], [0.307, 0.512, 0.014], [0.432, -0.042, -0.008], [0.040, -1.502, -0.051], [-0.505, 0.567, -0.039], [-0.396, -0.096, 0.002], [0.220, 0.216, -0.236], [0.228, 0.199, 0.255], [-0.193, 0.196, 0.252], [-0.197, 0.222, -0.228], [-0.526, 0.320, 0.568], [0.496, -0.405, -0.467], [0.426, -0.203, 0.971], [0.493, -0.456, -1.021], [0.597, -0.524, 0.851], [-0.330, -0.128, -1.486], [0.470, 0.386, 0.580], [-0.368, 0.139, -0.335], [-0.656, -0.350, 0.881], [1.183, 0.338, -0.752], [0.293, 0.037, -0.630], [-0.106, -0.095, 0.401], [0.144, -0.195, -0.163], [-1.309, 0.215, -0.537], [-0.372, -0.138, 0.741], [0.355, 0.153, -0.117], [0.413, 0.190, -1.106], [-0.077, -0.443, 1.427], [-0.168, 0.097, 0.661], [-0.616, 0.708, -0.618], [0.154, -0.145, 0.064], [-0.355, -0.061, -0.052], [0.006, 0.357, -0.034], [0.133, -0.178, 0.133], [0.009, -0.077, -0.235], [0.120, -0.167, 0.039], [-0.138, -0.031, 0.071], [0.119, -0.151, -0.033], [0.091, 0.193, 0.000], [0.079, -0.029, 0.142], [0.022, -0.150, -0.089], [-0.085, 0.123, -0.092], [-0.201, 0.169, -0.033], [-0.315, 0.189, 0.318]], "e_above_lowest_kcal_mol": 0.0, "homo_lumo_gap_ev": 7.3, "spin_multiplicity": 1, "charge": -1}



{"formula": "C2HCl3FN", "method": "ωB97M-V/def2-TZVPD", "symbols": ["N", "C", "C", "Cl", "Cl", "Cl", "F", "H"], "xyz": [[0.23188, -1.12615, -0.64126], [0.41348, -0.29949, 0.13513], [0.29197, 0.60943, 1.22113], [0.57938, -0.18591, 2.80004], [1.53270, 1.98503, 0.99469], [-1.39228, 1.13132, 1.13974], [-1.00971, -0.63924, -2.94019], [-0.64742, -1.47499, -2.70927]], "atomic_forces_ev_per_a": [[0.637, 0.189, 0.156], [-0.160, -1.608, -0.854], [0.670, 1.523, 1.085], [0.094, 0.250, -0.646], [-1.267, -1.080, 0.222], [0.147, 0.594, 0.198], [0.109, -0.663, -0.173], [-0.229, 0.795, 0.012]], "smiles": "N#CC(Cl)(Cl)Cl.F", "e_above_lowest_kcal_mol": 8.5, "homo_lumo_gap_ev": 11.6, "spin_multiplicity": 1, "charge": 0}



{"formula": "C4H14N3", "method": "ωB97M-V/def2-TZVPD", "symbols": ["C", "C", "N", "N", "N", "H", "H", "H", "H", "H", "H", "H", "H", "C", "C", "H", "H", "H", "H", "H", "H"], "xyz": [[-2.16927, 1.46429, -0.06742], [-1.09172, -0.82712, -0.53354], [-1.07969, 0.49099, -0.26650], [-2.26288, -1.46930, -0.66163], [-0.02366, -1.64762, -0.68697], [-0.24931, 0.86813, -0.02043], [-3.18622, -1.14673, -0.53017], [-2.25138, -2.52595, -0.54838], [0.98662, -1.28119, -0.59405], [-0.26179, -2.49698, -1.14235], [-2.28809, 2.06713, -1.03136], [-1.81675, 1.96325, 0.93489], [-2.96773, 0.75376, 0.07416], [1.85435, 0.17226, 1.18290], [2.84890, 0.81844, 0.12002], [2.35968, 0.16855, 2.20035], [0.94279, 0.75680, 1.06476], [1.39776, -0.82251, 0.77015], [3.70772, 0.14147, -0.09199], [2.16709, 0.95225, -0.66316], [3.38360, 1.60006, 0.49072]], "atomic_forces_ev_per_a": [[1.141, -0.717, 0.439], [-0.996, 0.517, 0.293], [-1.093, -2.207, -1.324], [0.370, -3.144, 0.016], [1.469, 2.629, 0.585], [3.301, 1.014, 0.299], [-0.571, 1.083, 0.110], [0.176, 2.059, -0.370], [-2.522, -1.125, -0.695], [0.537, -0.690, -0.332], [0.057, -0.431, 1.819], [-1.459, -0.277, -2.221], [-1.193, 0.952, 0.412], [0.876, -0.557, -1.074], [-0.610, -4.462, 1.344], [-1.403, -0.429, -1.156], [0.348, 0.598, 1.408], [1.905, 1.394, 1.888], [-0.992, -0.093, -0.414], [0.104, 0.914, -1.951], [0.555, 2.974, 0.926]], "e_above_lowest_kcal_mol": 53.2, "homo_lumo_gap_ev": 11.8, "spin_multiplicity": 1, "charge": 1}



{"formula": "C2H5Br2OP", "method": "ωB97M-V/def2-TZVPD", "symbols": ["C", "C", "O", "P", "Br", "Br", "H", "H", "H", "H", "H"], "xyz": [[0.30582, -0.72146, -0.25947], [-0.08045, 0.46293, 0.62074], [-2.86751, -0.13680, 1.91611], [-1.12462, 0.12312, 2.13451], [-0.88820, 1.70969, 3.62825], [-0.01230, -1.59254, 2.94162], [-0.47032, -1.09786, -1.04800], [1.11044, -0.37234, -0.84522], [0.69068, -1.59170, 0.26286], [-0.79554, 1.24911, 0.05359], [0.90573, 1.10427, 0.88337]], "atomic_forces_ev_per_a": [[-1.657, -0.801, -1.338], [-0.208, 3.245, -0.827], [-0.052, 0.299, -0.804], [-0.471, -1.035, -0.452], [0.300, 1.749, 0.824], [1.004, -1.463, 0.568], [0.992, 0.838, 1.759], [1.011, 0.340, -0.878], [-0.194, 0.055, 0.338], [1.671, -1.695, 0.957], [-2.397, -1.534, -0.149]], "e_above_lowest_kcal_mol": 20.6, "homo_lumo_gap_ev": [6.2, 7.6], "spin_multiplicity": 3, "charge": 0}



{"formula": "C11H7Cl15Cr2O4", "method": "ωB97M-V/def2-TZVPD", "symbols": ["Cr", "Cr", "C", "C", "C", "O", "C", "C", "C", "O", "O", "O", "H", "H", "C", "Cl", "Cl", "Cl", "H", "C", "Cl", "Cl", "Cl", "H", "C", "Cl", "Cl", "Cl", "H", "C", "Cl", "Cl", "Cl", "H", "C", "Cl", "Cl", "Cl", "H"], "xyz": [[-16.23577, -18.66023, -10.88611], [-17.53648, -14.94930, -16.99019], [-18.50123, -16.13605, -13.25377], [-18.36802, -16.03469, -14.63078], [-17.71867, -17.18704, -15.43496], [-17.51009, -16.90622, -16.65903], [-17.36400, -18.36797, -14.81509], [-17.47483, -18.41387, -13.42748], [-17.98904, -17.24986, -12.62415], [-17.95518, -17.29313, -11.35293], [-16.98410, -19.41531, -12.81033], [-18.58830, -14.97176, -15.29776], [-18.86183, -15.25813, -12.73642], [-16.83842, -19.14514, -15.35288], [-20.23870, -12.54340, -13.47015], [-19.28419, -11.36266, -14.38044], [-21.95165, -12.32391, -13.70993], [-19.71951, -12.40759, -11.75579], [-19.95252, -13.53343, -13.78759], [-15.82055, -18.58457, -19.31674], [-17.16947, -17.71588, -20.04322], [-14.31420, -18.38597, -20.20805], [-16.18095, -20.29178, -19.06910], [-15.63552, -18.15009, -18.34321], [-20.60105, -18.95855, -17.12626], [-20.70708, -17.26838, -17.72894], [-19.75721, -19.98156, -18.28576], [-22.21258, -19.59749, -16.85658], [-20.06502, -18.92403, -16.18672], [-22.28459, -16.93453, -12.72830], [-22.03927, -18.64490, -12.42477], [-21.91052, -16.61633, -14.44415], [-21.40290, -15.77579, -11.74903], [-23.33998, -16.73101, -12.59846], [-19.13413, -21.57828, -13.96783], [-20.46903, -21.64043, -15.12731], [-18.23344, -23.08532, -13.98293], [-19.79769, -21.36171, -12.32638], [-18.45171, -20.80108, -14.28043]], "atomic_forces_ev_per_a": [[-2.873, 0.238, -2.015], [-1.075, -1.005, 0.492], [-0.107, 0.657, -1.116], [0.680, -0.658, 0.349], [-0.581, 0.447, 0.176], [0.511, 0.791, -0.122], [-0.251, 0.328, -0.029], [0.980, -0.707, -0.812], [-1.033, 0.867, 0.445], [2.450, -1.873, 0.546], [0.845, 1.018, 2.413], [0.554, 0.083, -0.794], [0.054, -0.226, 0.374], [-0.098, -0.095, -0.005], [0.459, 0.314, 0.552], [-0.060, -0.120, -0.322], [0.078, -0.013, 0.135], [-0.409, -0.229, -0.263], [-0.105, -0.071, -0.191], [0.550, -0.146, 0.356], [-0.080, 0.126, -0.061], [-0.179, 0.057, -0.171], [-0.108, 0.100, -0.066], [-0.183, -0.024, 0.057], [-0.370, -0.057, -0.487], [0.092, -0.108, 0.103], [0.181, 0.268, 0.204], [-0.098, 0.298, 0.012], [0.016, -0.123, 0.033], [-0.484, 0.125, -0.806], [0.366, 0.200, 0.402], [0.025, 0.053, -0.113], [0.078, -0.307, 0.468], [0.000, 0.024, 0.039], [-0.562, -0.924, 0.019], [0.309, 0.095, 0.226], [0.256, -0.092, -0.142], [0.322, 0.467, -0.231], [-0.147, 0.224, 0.346]], "e_above_lowest_kcal_mol": 0.0, "homo_lumo_gap_ev": [5.2, 6.2], "spin_multiplicity": 9, "charge": 2}